The following is a quantum chemistry calculation of C31H22BrF3IrN5O2S2 as an isolated structure, from the OMol25 dataset.

The geometry in XYZ format:
```
67
Properties=species:S:1:pos:R:3:lowdin_spin:R:1
Ir 0.8205 -0.4230 -0.8363 1.39
Br 1.2704 -6.9517 -2.3706 0.01
S 0.7347 0.0859 -3.7771 0.51
S 0.9959 3.0900 -3.8702 0.02
F -5.9102 0.3161 0.3363 0.00
F -5.8116 -1.8157 0.7167 0.00
F -6.1227 -1.0839 -1.2957 0.00
O -4.9938 0.3093 3.2689 0.00
O -4.1249 -0.0388 5.2749 0.00
N 2.8443 -0.2557 -0.5881 0.12
N 0.9763 -2.4325 -1.4042 0.07
N 0.8875 1.6667 -1.6998 0.22
N 0.8630 0.2325 1.0915 0.36
N -1.2678 -0.6373 -0.8266 0.00
C 4.5699 0.1433 1.0433 0.09
C 3.7867 -0.4734 -1.5162 0.02
C -3.1245 -1.6657 0.2681 0.00
C 2.0019 -4.5577 -1.0437 0.00
C -4.0230 0.2003 3.9607 0.00
C 5.5208 -0.0794 0.0824 0.03
C 5.1291 -0.3926 -1.2289 0.11
C -1.3109 1.1829 1.5718 0.02
C 1.3160 5.2411 -2.1139 -0.01
C 1.8885 -3.2097 -0.7908 0.02
C -0.3803 -0.4547 3.0752 0.03
C -3.4788 0.1225 -1.2795 0.00
C 1.1530 -5.1365 -1.9804 0.01
C -2.5011 1.1519 2.2683 0.00
C 3.2016 0.0594 0.7042 0.06
C 0.1517 -2.9999 -2.3044 0.02
C 1.1876 3.3853 0.0512 0.04
C -1.7723 -1.5514 0.0172 0.00
C -2.6447 0.3146 3.3721 0.02
C 0.8627 1.5659 -3.0533 0.03
C 0.2123 -4.3363 -2.6218 0.00
C 1.3645 4.7182 0.2709 0.03
C -1.5686 -0.4550 3.7949 0.00
C -2.1149 0.1774 -1.4727 0.00
C 1.4249 5.6451 -0.8034 0.13
C 1.0629 2.9356 -1.2858 0.10
C -3.9895 -0.8053 -0.3842 0.00
C 2.1423 0.2812 1.5884 0.34
C 1.1382 3.8824 -2.3572 0.13
C -0.2614 0.3413 1.9413 0.02
C -5.4877 -0.8528 -0.1404 0.00
H -1.2019 1.8261 0.7075 0.00
H 3.4258 -0.7168 -2.5081 0.00
H -0.4640 -4.7482 -3.3570 0.00
H 2.5384 -2.7200 -0.0783 0.00
H 2.3067 0.5090 2.6342 0.02
H -3.3472 1.7513 1.9571 0.00
H 0.4307 -1.1107 3.3683 0.00
H 1.3683 5.9534 -2.9255 0.00
H -1.6656 -1.1200 4.6451 0.00
H -1.6704 0.8923 -2.1512 0.00
H -0.5725 -2.3479 -2.7717 0.00
H 4.8447 0.3860 2.0605 0.00
H 2.7444 -5.1435 -0.5215 0.00
H -3.2778 0.0706 5.7275 0.00
H 5.8553 -0.5721 -2.0074 0.01
H -4.1298 0.7992 -1.8161 0.00
H 1.4636 5.0904 1.2814 0.00
H 6.5708 -0.0128 0.3325 0.00
H -1.0592 -2.1895 0.5228 0.00
H -3.4883 -2.4055 0.9661 0.00
H 1.5647 6.6943 -0.5806 0.01
H 1.1450 2.6742 0.8615 0.00
```

Computed properties:
Maximum force: 0.43 eV Å⁻¹
LUMO energy (alpha / beta): -5.7 / -8.9 eV
Spin multiplicity: 5
Relative energy (zero: lowest compared OMol25 entry of this formula, charge and spin): 0.000 eV
E_HOMO (alpha / beta): -12.086 / -14.173 eV
Net charge: +2